Entry 1:
The following is a DFT calculation (wB97M-V/def2-TZVPD) of a gas-phase ion, C5H14N2 (charge +2) at a distorted geometry.

- ΔE to the lowest compared entry with this formula, charge and spin (eV) = 0.972
- energy (a.u.) = -307.75273
- net charge = +2
- multiplicity = 1
- SMILES = C[C@@H]([NH3+])C/C=C/[NH3+]
- molecular weight (g mol⁻¹) = 102.18

Last column: natural (NBO) charge in e.
Element x y z (Å)
C -0.70002 -1.21348 -1.66986  -0.63
C 0.59599 -1.13836 -0.81668  -0.02
C 0.76078 0.18506 -0.06134  -0.46
C -0.33129 0.33345 1.01862  -0.17
C -0.41968 1.49118 1.59099  0.02
N -1.68727 2.05020 2.50514  -0.75
N 1.87610 -1.44405 -1.67536  -0.71
H -1.47303 -1.12355 -0.83521  0.23
H -0.81063 -2.11694 -2.26467  0.26
H -0.84888 -0.35583 -2.31935  0.24
H 0.57956 -1.95994 -0.05821  0.23
H 1.72880 0.21772 0.38353  0.24
H 0.68702 1.01828 -0.76907  0.25
H -1.23665 -0.27076 0.91183  0.24
H 0.31854 2.22279 1.53762  0.23
H -2.57197 1.91129 1.95318  0.46
H -1.84581 1.67160 3.48111  0.48
H -1.48724 3.10500 2.54862  0.47
H 2.73951 -1.05280 -1.22492  0.44
H 2.15780 -2.44374 -1.57430  0.47
H 1.96834 -1.08712 -2.66165  0.47


Entry 2:
The following is a DFT calculation (wB97M-V/def2-TZVPD) of a molecular structure, C10H18F14FeHfN7O28S6 at a distorted geometry.

- ΔE to the lowest compared entry with this formula, charge and spin (eV) = 0.000
- energy (a.u.) = -7979.69470
- net charge = +2
- multiplicity = 6
- ⟨S²⟩ = 8.760
- molecular weight (g mol⁻¹) = 1376.98

Last column: Löwdin spin population.
Element x y z (Å)
Hf 2.25514 -1.12879 -2.95997  0.00
Fe 1.19509 2.72210 0.63222  4.26
C -0.56105 2.74163 -3.66581  0.01
F -0.74918 4.00687 -3.51174  0.00
F -1.54021 1.96335 -3.23849  0.00
F -0.32960 2.40590 -4.91189  0.00
S 0.98750 2.22373 -2.68039  0.01
O 1.08653 0.75928 -2.93767  0.00
O 2.12423 2.90590 -3.21944  0.01
O 0.67854 2.54346 -1.26500  0.09
C -1.10380 -1.31908 0.51807  0.00
F -1.07940 -2.56026 0.92536  0.00
F -1.73543 -1.13345 -0.60099  0.00
F -1.68137 -0.61072 1.45436  0.00
S 0.71670 -0.71537 0.36226  0.01
O 1.10969 -1.09456 -1.03443  0.00
O 0.76628 0.73061 0.49581  0.06
O 1.51163 -1.43034 1.32576  0.01
C -0.70601 -3.10942 -5.61857  0.00
F -0.43009 -4.16547 -4.87132  0.00
F 0.00565 -3.15213 -6.71263  0.00
F -1.97715 -3.05509 -5.89156  0.00
S -0.29041 -1.51942 -4.64347  0.00
O 1.11517 -1.16319 -4.98168  0.00
O -1.31514 -0.55714 -4.89879  0.00
O -0.06434 -1.73905 -3.18262  0.00
C 5.35459 2.26978 -1.36043  0.00
F 5.84919 2.96379 -0.34059  0.00
F 4.83071 3.11707 -2.21269  0.00
F 6.28339 1.51584 -1.89804  0.00
S 3.98192 1.14286 -0.62542  0.01
O 2.84087 1.99580 -0.20624  0.06
O 3.49630 0.38279 -1.79393  0.00
O 4.44353 0.31970 0.45847  0.00
N -0.50873 3.14699 1.36991  0.24
S -0.63250 4.39093 2.52915  0.01
O -1.34769 4.11209 3.73349  0.02
O -0.66965 5.63662 1.83293  0.03
F 0.87290 4.22644 3.04968  0.01
S -2.11362 2.96534 1.07976  0.01
O -2.73413 3.90009 0.19576  0.03
O -2.80721 2.27411 2.11043  0.03
F -1.73276 1.80669 0.00406  0.00
C -5.63045 -0.33560 2.97860  0.00
N -6.51394 -0.74888 1.86969  0.00
O -6.06788 -1.57527 1.10157  0.00
O -7.65533 -0.36014 1.86336  0.00
H -5.65584 -1.14782 3.70692  0.00
H -6.04684 0.54385 3.45566  0.00
H -4.62600 -0.31695 2.56898  0.00
C 2.68606 0.53184 4.17765  0.00
N 3.02898 1.53640 3.13594  0.01
O 2.12748 2.02606 2.45298  0.05
O 4.16686 1.86986 3.00774  0.01
H 3.64502 0.30590 4.63651  0.00
H 2.19744 -0.28351 3.65403  0.00
H 2.13308 1.04254 4.96574  0.00
C 1.22882 -5.70082 -1.80378  0.00
N 0.85529 -4.27432 -2.01977  0.00
O -0.22597 -3.90362 -1.71900  0.00
O 1.76738 -3.56375 -2.49309  0.00
H 0.70574 -6.08086 -0.92925  0.00
H 2.27799 -5.75681 -1.52673  0.00
H 0.96767 -6.23751 -2.71130  0.00
C -1.46247 -0.60405 5.13525  0.00
N -0.58872 0.52328 4.78192  0.00
O -0.12367 1.19893 5.66045  0.00
O -0.38517 0.70732 3.59232  0.00
H -0.84574 -1.49569 5.24089  0.00
H -2.23384 -0.80035 4.39704  0.00
H -1.96031 -0.41505 6.08292  0.00
C -4.55469 1.79845 -1.93287  0.00
N -5.52322 1.74747 -0.79011  0.00
O -6.58065 2.30613 -0.89820  0.00
O -5.13125 1.10497 0.15295  0.00
H -3.97260 2.71299 -1.99322  0.00
H -5.06557 1.40746 -2.80532  0.00
H -3.77576 1.09483 -1.63889  0.00
C 4.81489 -2.68676 0.80664  0.00
N 4.17592 -2.98863 -0.47369  0.00
O 4.17712 -4.09928 -0.92111  0.00
O 3.45830 -2.09115 -0.95962  0.00
H 5.23731 -3.53710 1.32990  0.00
H 4.02559 -2.26066 1.42565  0.00
H 5.55289 -1.90997 0.62092  0.00


Entry 3:
The following is a DFT calculation (wB97M-V/def2-TZVPD) of a gas-phase ion, C17H33N3O3P3S (charge +1) at a distorted geometry.

- energy (a.u.) = -2479.22283
- net charge = +1
- multiplicity = 1
- SMILES = C#CC[C@@]1(P(C)CC)NC(N(CC=O)P(C)CC)=[NH+][C@]1(OC[C@H](C)O)[PH2]=S
- molecular weight (g mol⁻¹) = 452.46

Last column: natural (NBO) charge in e.
Element x y z (Å)
C 1.97226 -4.30784 2.66693  -0.22
C 1.62598 -3.15116 2.11602  -0.11
C 1.43808 -1.62272 1.60981  -0.47
C 0.19396 -1.50030 0.55536  -0.14
P -0.12195 -3.34349 0.11581  0.81
C 0.88419 -3.82273 -1.46261  -0.94
C -1.96156 -3.64707 -0.32743  -0.72
C -2.95921 -3.45077 0.96229  -0.63
N -0.89799 -0.94873 1.45923  -0.60
C -0.89174 0.51528 1.33048  0.75
N -1.30235 1.50225 2.14491  -0.66
C -1.87065 1.16285 3.50290  -0.32
C -0.66008 1.37962 4.56291  0.39
O -0.74539 2.01959 5.65496  -0.45
P -1.23783 3.25288 1.74080  0.95
C -2.54419 3.48612 0.35385  -0.96
C 0.44456 3.76098 1.03793  -0.74
C 0.24777 5.24646 0.35932  -0.63
N -0.29232 0.73572 0.01021  -0.68
C 0.34882 -0.43049 -0.67544  0.19
O 1.73674 -0.35908 -1.07109  -0.53
C 2.02783 0.78079 -1.92871  -0.12
C 2.09694 0.45115 -3.51057  0.07
C 3.59862 -0.07276 -3.85220  -0.64
O 1.95832 1.74603 -4.20450  -0.72
P -0.90917 -0.72103 -2.12606  0.74
S -2.73296 -0.26283 -1.51178  -0.58
H 2.15057 -5.45075 2.74733  0.28
H 2.45145 -1.27874 1.19430  0.28
H 1.22861 -0.99524 2.56687  0.23
H 0.15138 -3.96123 -2.34776  0.23
H 1.72297 -3.06409 -1.66228  0.25
H 1.35840 -4.86308 -1.23241  0.27
H -2.31841 -3.08436 -1.26370  0.22
H -2.04307 -4.78330 -0.58703  0.25
H -2.32051 -3.58668 1.91757  0.21
H -3.71700 -4.33688 0.96500  0.23
H -3.52632 -2.45262 0.91653  0.23
H -0.91057 -1.33522 2.42090  0.42
H -2.73682 1.86938 3.80841  0.28
H -2.14683 0.04855 3.53810  0.24
H 0.35973 0.88427 4.31487  0.13
H -2.17547 3.07859 -0.67515  0.22
H -3.50017 2.86329 0.59467  0.27
H -2.83610 4.58553 0.20049  0.28
H 0.84164 3.09391 0.18238  0.22
H 1.30143 3.79455 1.82890  0.27
H -0.30038 5.97534 1.05727  0.23
H 1.28516 5.70342 0.08746  0.25
H -0.39331 5.13487 -0.60890  0.22
H -0.64850 1.50885 -0.57048  0.44
H 1.33475 1.68834 -1.79497  0.17
H 3.09388 1.15023 -1.63012  0.23
H 1.33891 -0.33176 -3.87489  0.17
H 3.79342 -1.07742 -3.31769  0.22
H 4.32721 0.73665 -3.45531  0.22
H 3.78470 -0.22864 -4.97663  0.25
H 1.09664 2.16777 -3.96506  0.47
H -0.65502 0.19481 -3.22840  0.03
H -0.83908 -2.04705 -2.66358  0.04